## w
C3H6N2O3 | the ωB97M-V functional and the def2-TZVPD basis

* gap between HOMO and LUMO (spin up / spin down): 6.634 / 8.674 eV
* HOMO level (spin up / spin down): -0.254 / -0.303 Ha
* total charge: 0

Last column: natural (NBO) charge in e.
CARTESIAN COORDINATES (ANGSTROEM)
C -0.832 -0.651 0.401  -0.213
C -0.665 0.575 -0.094  0.419
C 0.567 1.836 1.447  -0.241
N -0.827 -1.759 -0.321  -0.331
N 0.302 -0.917 -2.219  -0.028
O 0.837 0.204 -1.852  -0.364
O 0.402 -1.791 -1.101  -0.299
O -0.454 1.772 0.367  -0.478
H -1.401 -0.748 1.337  0.205
H 1.539 1.830 1.105  0.195
H 0.253 0.971 2.004  0.188
H 0.447 2.799 1.985  0.195
H -1.019 -2.801 -0.031  0.410
H 0.852 -1.320 -3.027  0.343

=====

## x
C3H6N2O3 | the ωB97M-V functional and the def2-TZVPD basis

* gap between HOMO and LUMO: 9.338 eV
* HOMO level: -0.312 Ha
* total charge: 0
* SMILES: CO/N=C1/NOCO1

Last column: natural (NBO) charge in e.
CARTESIAN COORDINATES (ANGSTROEM)
C -2.937 0.583 -0.754  -0.254
O -1.627 0.374 -0.076  -0.432
N -0.727 0.023 -1.117  -0.242
C 0.257 -0.016 -0.283  0.587
N 1.439 -0.640 -0.657  -0.359
O 2.443 -0.239 0.322  -0.378
C 1.406 -0.315 1.469  0.179
O 0.189 0.129 1.035  -0.446
H -3.337 -0.463 -1.094  0.180
H -3.621 1.089 0.149  0.191
H -2.885 1.173 -1.625  0.183
H 1.657 -0.293 -1.700  0.399
H 1.154 -1.342 1.791  0.190
H 1.658 0.527 2.058  0.201

=====

## y
C3H6N2O3 | the ωB97M-V functional and the def2-TZVPD basis

* gap between HOMO and LUMO (spin up / spin down): 8.191 / 8.191 eV
* HOMO level (spin up / spin down): -0.333 / -0.333 Ha
* total charge: 0

Last column: natural (NBO) charge in e.
CARTESIAN COORDINATES (ANGSTROEM)
C -0.208 0.179 1.677  -0.475
C -1.051 -0.748 -0.968  -0.693
C -0.072 0.168 -0.386  0.174
N -0.248 1.493 -0.505  0.060
N 1.392 -0.236 -0.546  0.507
O 0.650 2.273 -0.648  -0.266
O 1.661 -1.183 -1.224  -0.394
O 2.194 0.499 -0.087  -0.338
H 0.360 1.064 2.029  0.227
H 0.260 -0.793 1.864  0.211
H -1.269 0.273 1.970  0.215
H -0.438 -1.460 -1.559  0.276
H -1.324 -1.351 -0.092  0.236
H -1.908 -0.176 -1.525  0.260

=====

Which of them is the least stable? Correct choice: w.

=====

## w
C3H6N2O3 | the ωB97M-V functional and the def2-TZVPD basis

* gap between HOMO and LUMO: 10.265 eV
* HOMO level: -0.352 Ha
* total charge: 0
* SMILES: O=C(O)NO.CC#N

Last column: natural (NBO) charge in e.
CARTESIAN COORDINATES (ANGSTROEM)
O -1.284 -0.461 0.754  -0.695
C -1.500 0.225 -0.223  0.856
O -2.129 -0.192 -1.327  -0.675
N -1.212 1.544 -0.267  -0.340
O -0.404 2.029 0.769  -0.543
H -2.375 -1.123 -1.229  0.506
H -1.042 2.021 -1.139  0.407
H -0.414 1.311 1.432  0.488
C 1.851 -1.113 0.622  -0.739
C 1.507 -0.466 -0.609  0.308
N 1.205 0.052 -1.583  -0.361
H 0.930 -1.351 1.156  0.280
H 2.403 -2.029 0.416  0.253
H 2.464 -0.446 1.227  0.254

=====

## x
C3H6N2O3 | the ωB97M-V functional and the def2-TZVPD basis

* gap between HOMO and LUMO: 10.435 eV
* HOMO level: -0.365 Ha
* total charge: 0
* SMILES: N/C(CC(=O)O)=N\O

Last column: natural (NBO) charge in e.
CARTESIAN COORDINATES (ANGSTROEM)
N -1.321 -1.288 0.191  -0.868
C -0.262 -0.301 0.430  0.399
C 0.506 -0.287 -0.976  -0.560
C 1.228 0.954 -1.525  0.777
O 1.532 0.771 -2.736  -0.573
O 1.234 2.109 -0.813  -0.653
N -0.142 0.529 1.390  -0.237
O -0.991 0.467 2.618  -0.598
H -1.135 -2.231 -0.356  0.395
H -1.881 -1.616 0.991  0.396
H -0.194 -0.643 -1.681  0.267
H 1.093 -1.296 -0.934  0.256
H 1.273 1.691 0.190  0.518
H -0.940 1.141 3.210  0.482

=====

Which of them is the least stable? Correct choice: x.

=====

## w
C2H8S2 | the ωB97M-V functional and the def2-TZVPD basis

* gap between HOMO and LUMO: 9.689 eV
* HOMO level: -0.329 Ha
* total charge: 0
* SMILES: CCS.S

Last column: natural (NBO) charge in e.
CARTESIAN COORDINATES (ANGSTROEM)
C 1.351 0.350 0.565  -0.627
C 0.245 0.940 -0.312  -0.514
S 0.244 2.760 -0.452  -0.046
H 0.982 0.042 1.533  0.209
H 2.147 1.087 0.720  0.215
H 1.818 -0.535 0.135  0.216
H 0.304 0.509 -1.313  0.221
H -0.733 0.681 0.073  0.211
H 0.176 2.944 0.869  0.112
S -0.823 -3.203 0.301  -0.283
H -2.057 -2.860 0.701  0.144
H -1.287 -3.479 -0.909  0.141

=====

## x
C2H8S2 | the ωB97M-V functional and the def2-TZVPD basis

* gap between HOMO and LUMO: 9.702 eV
* HOMO level: -0.333 Ha
* total charge: 0
* SMILES: CS.CS

Last column: natural (NBO) charge in e.
CARTESIAN COORDINATES (ANGSTROEM)
C 0.951 -1.846 -1.669  -0.730
S -0.433 -2.946 -2.159  -0.049
H 1.972 -2.136 -1.968  0.221
H 0.911 -1.784 -0.568  0.223
H 0.732 -0.848 -2.085  0.214
H -0.149 -2.991 -3.478  0.121
C -0.935 2.493 1.972  -0.764
S 0.140 1.343 2.746  -0.018
H -0.811 3.436 2.530  0.231
H -2.006 2.229 1.959  0.216
H -0.599 2.651 0.933  0.222
H 0.227 0.397 1.788  0.113

=====

Which of them is the least stable? Correct choice: x.

=====

## w
C2H8S2 | the ωB97M-V functional and the def2-TZVPD basis

* gap between HOMO and LUMO: 9.721 eV
* HOMO level: -0.331 Ha
* total charge: 0
* SMILES: CS.CS

Last column: natural (NBO) charge in e.
CARTESIAN COORDINATES (ANGSTROEM)
C -2.375 -1.053 1.238  -0.717
S -0.596 -1.252 0.837  -0.063
H -2.764 -2.031 0.974  0.232
H -2.506 -0.616 2.211  0.220
H -2.752 -0.258 0.572  0.214
H -0.199 0.034 0.967  0.114
C 1.736 0.526 -1.550  -0.703
S 2.837 1.443 -0.343  -0.088
H 1.976 0.908 -2.525  0.218
H 2.092 -0.513 -1.361  0.227
H 0.683 0.652 -1.282  0.227
H 1.870 2.159 0.262  0.118

=====

## x
C2H8S2 | the ωB97M-V functional and the def2-TZVPD basis

* gap between HOMO and LUMO: 9.576 eV
* HOMO level: -0.326 Ha
* total charge: 0
* SMILES: CS.CS

Last column: natural (NBO) charge in e.
CARTESIAN COORDINATES (ANGSTROEM)
C -1.058 0.706 -1.258  -0.718
S -2.031 1.314 0.153  -0.055
H -0.989 -0.367 -1.153  0.219
H -1.634 1.068 -2.112  0.218
H -0.067 1.120 -1.403  0.215
H -1.105 1.088 1.096  0.116
C 1.791 -1.880 1.194  -0.734
S 1.626 -0.660 -0.141  -0.043
H 1.288 -2.815 0.937  0.226
H 2.835 -2.173 1.238  0.215
H 1.430 -1.582 2.173  0.219
H 2.268 0.252 0.587  0.122

=====

## y
C2H8S2 | the ωB97M-V functional and the def2-TZVPD basis

* gap between HOMO and LUMO: 8.667 eV
* HOMO level: -0.294 Ha
* total charge: 0
* SMILES: CSS.C

Last column: natural (NBO) charge in e.
CARTESIAN COORDINATES (ANGSTROEM)
C 0.452 0.808 -1.667  -0.780
S -1.104 0.707 -2.606  0.059
S -1.567 2.611 -3.093  -0.129
H 1.347 0.802 -2.391  0.239
H 0.667 1.898 -1.439  0.227
H 0.253 0.123 -0.777  0.260
H -0.340 3.070 -2.807  0.123
C 0.083 -2.005 2.956  -0.845
H -1.079 -2.112 3.145  0.212
H 0.609 -2.692 3.601  0.214
H 0.182 -2.224 1.946  0.206
H 0.497 -0.985 3.131  0.213

=====

## z
C2H8S2 | the ωB97M-V functional and the def2-TZVPD basis

* gap between HOMO and LUMO: 9.759 eV
* HOMO level: -0.330 Ha
* total charge: 0
* SMILES: CS.CS

Last column: natural (NBO) charge in e.
CARTESIAN COORDINATES (ANGSTROEM)
C -3.452 -1.040 1.064  -0.742
S -2.942 0.657 0.659  -0.056
H -3.505 -1.106 2.150  0.223
H -4.502 -1.211 0.792  0.213
H -2.957 -1.801 0.472  0.240
H -3.771 1.405 1.377  0.121
C 3.707 0.678 -0.592  -0.728
S 3.798 -0.165 -2.200  -0.084
H 3.147 1.602 -0.764  0.225
H 3.202 -0.005 0.086  0.217
H 4.656 0.976 -0.179  0.233
H 2.620 0.010 -2.866  0.136

=====

Which of them is the least stable? Correct choice: y.

=====

## w
C5H13NO2 | the ωB97M-V functional and the def2-TZVPD basis

* gap between HOMO and LUMO: 5.311 eV
* HOMO level: -0.306 Ha
* total charge: 0

Last column: natural (NBO) charge in e.
CARTESIAN COORDINATES (ANGSTROEM)
C 0.650 -1.030 2.347  -0.440
N -0.278 -0.239 1.645  -0.567
C -0.048 -0.325 0.131  -0.216
C -1.211 0.100 -0.592  0.120
C -1.428 1.564 -0.972  -0.735
O 0.147 -0.523 -2.783  -0.908
C 1.343 0.311 -0.141  -0.080
O 2.320 -0.638 -0.392  -0.656
H 1.685 -0.671 2.056  0.234
H 0.716 -2.061 1.924  0.174
H 0.411 -1.062 3.477  0.219
H -1.221 -0.496 1.835  0.354
H 0.133 -1.430 -0.063  0.238
H -2.010 -0.597 -0.750  0.220
H -0.810 2.289 -0.312  0.246
H -2.368 1.970 -0.679  0.256
H -1.344 1.942 -2.008  0.287
H -0.367 -0.462 -1.967  0.430
H 1.193 1.075 -0.958  0.147
H 1.391 0.894 0.800  0.174
H 1.096 -0.611 -2.598  0.504

=====

## x
C5H13NO2 | the ωB97M-V functional and the def2-TZVPD basis

* gap between HOMO and LUMO: 9.357 eV
* HOMO level: -0.327 Ha
* total charge: 0

Last column: natural (NBO) charge in e.
CARTESIAN COORDINATES (ANGSTROEM)
C -1.254 0.972 -0.679  -0.513
C -2.242 1.978 -1.091  -0.625
C 0.160 0.815 -1.320  0.806
O 0.440 1.247 -2.383  -0.611
O 0.946 0.118 -0.551  -0.845
H -1.152 1.163 0.404  0.175
H -1.513 -0.149 -0.729  0.214
H -2.052 3.047 -0.873  0.216
H -3.235 1.668 -0.742  0.208
H -2.281 1.993 -2.174  0.222
C 0.932 -1.669 1.113  -0.213
C 0.357 -2.634 2.170  -0.639
N 0.800 -0.250 1.628  -0.788
H 2.030 -1.791 1.021  0.210
H 0.332 -1.806 0.123  0.253
H -0.422 -2.095 2.704  0.201
H 1.001 -2.802 2.996  0.204
H 1.343 -0.090 2.496  0.384
H 1.316 0.452 0.618  0.520
H -0.167 -0.029 1.803  0.394
H 0.133 -3.635 1.841  0.228

=====

## y
C5H13NO2 | the ωB97M-V functional and the def2-TZVPD basis

* gap between HOMO and LUMO: 9.402 eV
* HOMO level: -0.317 Ha
* total charge: 0
* SMILES: C=C(N)/C=C/C.O.O

Last column: natural (NBO) charge in e.
CARTESIAN COORDINATES (ANGSTROEM)
C 2.005 -1.638 -0.463  -0.509
C 0.989 -0.848 -0.803  0.145
N -0.058 -1.274 -1.645  -0.820
C 0.847 0.437 -0.077  -0.251
C -0.252 0.771 0.591  -0.163
C -0.222 1.783 1.692  -0.655
H 2.224 -2.626 -0.856  0.202
H 2.781 -1.366 0.242  0.205
H -0.588 -0.530 -2.074  0.383
H 0.334 -1.832 -2.394  0.380
H 1.745 1.032 -0.010  0.218
H -1.170 0.234 0.399  0.190
H 0.384 2.647 1.406  0.221
H 0.084 1.297 2.616  0.235
H -1.175 2.286 1.884  0.217
O -1.675 1.713 -2.125  -0.950
H -0.965 1.460 -1.520  0.476
H -2.462 1.796 -1.609  0.470
O -1.120 -1.821 1.912  -0.932
H -1.512 -1.557 1.126  0.461
H -0.193 -1.965 1.709  0.476

=====

Which of them is the least stable? Correct choice: w.

=====

## w
C5H13NO2 | the ωB97M-V functional and the def2-TZVPD basis

* gap between HOMO and LUMO: 10.478 eV
* HOMO level: -0.357 Ha
* total charge: 0
* SMILES: CCCCNC=O.O

Last column: natural (NBO) charge in e.
CARTESIAN COORDINATES (ANGSTROEM)
C -2.573 -2.026 0.228  -0.616
C -1.606 -1.395 -0.785  -0.410
C -0.816 -0.241 -0.186  -0.439
C 0.567 0.055 -0.683  -0.230
N 1.490 -1.032 -0.276  -0.624
C 2.778 -0.891 -0.629  0.516
O 3.269 0.159 -1.009  -0.617
H -2.116 -2.195 1.216  0.200
H -3.485 -1.395 0.267  0.214
H -2.681 -3.099 -0.027  0.218
H -2.251 -1.311 -1.670  0.213
H -0.868 -2.116 -1.183  0.185
H -1.547 0.580 -0.369  0.226
H -0.879 -0.260 0.926  0.212
H 0.633 0.304 -1.740  0.209
H 0.971 0.983 -0.221  0.218
H 1.042 -1.834 0.131  0.404
H 3.446 -1.758 -0.679  0.122
O 1.207 6.071 2.124  -0.925
H 2.127 6.067 1.813  0.464
H 1.290 5.336 2.751  0.462

=====

## x
C5H13NO2 | the ωB97M-V functional and the def2-TZVPD basis

* gap between HOMO and LUMO: 10.150 eV
* HOMO level: -0.340 Ha
* total charge: 0
* SMILES: OCCCCNCO

Last column: natural (NBO) charge in e.
CARTESIAN COORDINATES (ANGSTROEM)
O 1.217 -2.448 -2.696  -0.717
C 1.330 -1.580 -1.565  -0.056
C 0.336 -0.424 -1.592  -0.431
C 0.716 0.695 -0.625  -0.418
C 0.431 0.384 0.862  -0.217
N -0.508 1.276 1.538  -0.652
C -1.868 0.900 1.718  0.083
O -2.094 0.445 3.084  -0.757
H 0.411 -2.213 -3.160  0.463
H 1.167 -2.167 -0.659  0.167
H 2.338 -1.162 -1.604  0.165
H 0.092 -0.051 -2.587  0.209
H -0.619 -0.833 -1.240  0.194
H 1.794 0.874 -0.683  0.202
H 0.251 1.631 -0.905  0.210
H 1.372 0.466 1.413  0.191
H 0.097 -0.642 1.000  0.197
H -0.365 2.231 1.252  0.370
H -2.250 0.036 1.193  0.169
H -2.463 1.806 1.615  0.160
H -1.385 0.777 3.641  0.469

=====

## y
C5H13NO2 | the ωB97M-V functional and the def2-TZVPD basis

* gap between HOMO and LUMO: 4.926 eV
* HOMO level: -0.302 Ha
* total charge: 0

Last column: natural (NBO) charge in e.
CARTESIAN COORDINATES (ANGSTROEM)
C -0.471 0.688 -1.413  -0.129
O 0.684 1.428 -1.321  -0.653
C -0.624 -0.262 -0.219  0.094
C -0.521 0.205 1.207  -0.528
C 0.890 0.062 1.754  -0.224
C 2.031 0.534 1.242  -0.278
N -2.769 -1.302 0.220  -0.943
H -1.265 1.440 -1.355  0.181
H -0.416 0.192 -2.383  0.204
H 2.972 0.310 -2.205  0.432
H -0.054 -1.188 -0.355  0.247
H -1.051 -0.555 1.785  0.281
H -0.968 1.195 1.312  0.236
H 1.013 -0.533 2.657  0.201
H 2.902 0.217 1.798  0.209
H 2.004 1.010 0.277  0.256
H -1.896 -0.689 -0.239  0.300
H -3.741 -1.050 0.392  0.405
H -2.757 -2.261 -0.107  0.379
H 1.528 0.735 -1.535  0.478
O 2.510 -0.178 -1.513  -1.148

=====

Which of them is the least stable? Correct choice: y.